{"formula": "C43H35N5O4Rb", "method": "ωB97M-V/def2-TZVPD", "multiplicity": 1, "homo_ha": -0.071, "charge": -1, "e_lumo_ha": 0.0487, "de_lowest_kcal_mol": 0.99, "elements": ["Rb", "O", "C", "C", "C", "C", "C", "C", "C", "N", "N", "C", "O", "C", "C", "C", "C", "C", "C", "H", "H", "H", "H", "H", "H", "H", "H", "H", "H", "C", "O", "C", "N", "C", "C", "C", "C", "C", "C", "C", "C", "C", "C", "C", "C", "N", "C", "N", "C", "C", "O", "C", "C", "C", "C", "C", "C", "H", "H", "H", "H", "H", "H", "H", "H", "H", "H", "H", "H", "H", "H", "H", "H", "H", "H", "H", "C", "C", "C", "C", "C", "C", "H", "H", "H", "H", "H", "H"], "positions_angstrom": [[-16.9051, -10.5002, 7.9434], [-18.2196, -12.5966, 6.5799], [-18.2411, -13.4851, 5.7227], [-18.2541, -14.8899, 6.1051], [-18.3442, -15.9194, 5.1617], [-18.4950, -15.6403, 3.8151], [-18.4314, -14.3409, 3.3761], [-18.2075, -13.2944, 4.2545], [-18.0011, -12.0283, 3.5866], [-17.5392, -10.9410, 4.1867], [-17.3576, -9.8980, 3.4762], [-16.8800, -8.8459, 4.2624], [-16.5713, -8.9890, 5.4608], [-16.7818, -7.5484, 3.5593], [-16.9137, -7.4785, 2.1622], [-16.8328, -6.2443, 1.5392], [-16.5160, -5.0739, 2.3411], [-16.3632, -5.1867, 3.6725], [-16.5016, -6.4341, 4.3162], [-18.1544, -15.0853, 7.1481], [-18.3526, -16.9479, 5.5650], [-18.8431, -16.3997, 3.1412], [-18.5994, -14.0721, 2.3310], [-18.2260, -11.9490, 2.4931], [-17.0606, -8.3615, 1.5636], [-16.9591, -6.1020, 0.4435], [-16.4596, -4.1046, 1.8641], [-16.1516, -4.2211, 4.2271], [-16.4263, -6.5045, 5.3903], [-13.8088, -14.3765, 10.5498], [-14.9502, -14.0223, 11.3510], [-15.6433, -13.0072, 10.6322], [-15.1378, -12.6504, 9.5023], [-13.9144, -13.4358, 9.3105], [-12.7186, -12.5948, 9.0095], [-11.5304, -13.1654, 8.5596], [-10.3547, -12.4401, 8.3957], [-10.3272, -11.0839, 8.7084], [-11.5448, -10.4816, 9.1007], [-12.7012, -11.2074, 9.2189], [-16.9169, -12.6133, 11.2997], [-17.3073, -13.3859, 12.4701], [-18.4779, -12.9825, 13.1074], [-19.2312, -11.8880, 12.5848], [-18.8591, -11.3797, 11.3656], [-17.6660, -11.6917, 10.7731], [-19.7380, -10.3987, 10.6650], [-19.5383, -9.7115, 9.5955], [-20.8367, -9.0051, 9.3646], [-21.7317, -9.2967, 10.5574], [-20.9753, -10.3100, 11.3281], [-20.6351, -7.5138, 9.0350], [-19.4061, -6.8997, 8.7462], [-19.3193, -5.5195, 8.6186], [-20.4895, -4.7833, 8.5252], [-21.7346, -5.3907, 8.6717], [-21.8173, -6.7553, 8.8773], [-13.8821, -15.4481, 10.3814], [-12.8561, -14.1794, 11.0788], [-13.9473, -13.9920, 8.3695], [-11.4886, -14.2249, 8.2601], [-9.4834, -13.0074, 8.0952], [-9.4150, -10.5044, 8.7621], [-11.6564, -9.4013, 9.2558], [-13.5959, -10.6691, 9.5411], [-16.6492, -14.1954, 12.7789], [-18.7650, -13.5215, 13.9907], [-20.0988, -11.4861, 13.0860], [-21.3653, -9.4213, 8.4894], [-22.6732, -9.8166, 10.3659], [-21.9254, -8.4756, 11.2441], [-18.4643, -7.4714, 8.6683], [-18.3413, -5.0791, 8.4376], [-20.4071, -3.7091, 8.3677], [-22.6324, -4.7835, 8.6316], [-22.8088, -7.1439, 9.0080], [-13.9254, -6.5256, 10.3075], [-13.8970, -7.5979, 11.2083], [-15.0676, -7.9675, 11.8669], [-16.2209, -7.2624, 11.7045], [-16.2883, -6.2237, 10.7879], [-15.1632, -5.8538, 10.0891], [-13.0317, -6.2690, 9.6879], [-12.9857, -8.1312, 11.4792], [-15.0089, -8.7974, 12.5525], [-17.1134, -7.5697, 12.2937], [-17.2360, -5.6757, 10.6307], [-15.2265, -5.0079, 9.4144]]}



{"formula": "C13H24B2N2O", "method": "ωB97M-V/def2-TZVPD", "multiplicity": 1, "homo_ha": -0.308, "smiles": "CCCBB(O)CC.c1cc[nH]c1.c1cc[nH]c1", "charge": 0, "e_lumo_ha": 0.0129, "de_lowest_kcal_mol": 6.96, "elements": ["C", "C", "C", "B", "B", "O", "C", "C", "H", "H", "H", "H", "H", "H", "H", "H", "H", "H", "H", "H", "H", "H", "N", "C", "C", "C", "C", "H", "H", "H", "H", "H", "N", "C", "C", "C", "C", "H", "H", "H", "H", "H"], "positions_angstrom": [[-0.6640, 1.7512, -0.9228], [-0.3801, 2.7252, -2.0657], [-0.6270, 4.1993, -1.6743], [-2.1181, 4.6323, -1.9786], [-3.5155, 3.9920, -1.2948], [-4.2563, 4.8076, -0.4264], [-4.0396, 2.5379, -1.6328], [-5.5651, 2.3421, -1.4623], [0.2448, 1.6283, -0.3357], [-1.4441, 2.0906, -0.2493], [-0.8939, 0.7669, -1.3267], [0.6746, 2.6438, -2.3161], [-0.9356, 2.4714, -2.9665], [0.0389, 4.8120, -2.2793], [-0.3553, 4.3526, -0.6299], [-2.2763, 5.4845, -2.8126], [-4.6517, 5.5525, -0.9090], [-3.7174, 2.3126, -2.6517], [-3.5362, 1.7932, -1.0160], [-5.7592, 1.8994, -0.4902], [-5.9542, 1.6683, -2.2186], [-6.0753, 3.3000, -1.4843], [1.2152, -1.2940, 1.2637], [2.2318, -1.8281, 2.0059], [2.0248, -1.4755, 3.3138], [0.8349, -0.6999, 3.3604], [0.3595, -0.6064, 2.0797], [1.1136, -1.3908, 0.2702], [3.0113, -2.4089, 1.5413], [2.6565, -1.7422, 4.1447], [0.3817, -0.2605, 4.2328], [-0.5098, -0.1129, 1.6803], [3.4530, -5.3108, 1.6866], [3.2618, -6.1509, 0.6249], [4.4468, -6.2417, -0.0561], [5.3893, -5.4246, 0.6235], [4.7460, -4.8646, 1.6954], [2.7499, -5.0552, 2.3565], [2.3048, -6.6098, 0.4458], [4.6191, -6.8288, -0.9423], [6.4208, -5.2669, 0.3571], [5.0957, -4.1914, 2.4593]]}



{"formula": "C4H4S2", "method": "ωB97M-V/def2-TZVPD", "multiplicity": 1, "homo_ha": -0.291, "smiles": "C1Cc2ssc21", "charge": 0, "e_lumo_ha": -0.0015, "de_lowest_kcal_mol": 91.59, "elements": ["C", "C", "C", "C", "S", "S", "H", "H", "H", "H"], "positions_angstrom": [[-0.8571, 0.3012, 1.7262], [-0.5225, -1.2021, 1.4809], [-0.1818, 0.6907, 0.4444], [-0.0904, -0.8345, 0.0349], [-1.4629, 0.1194, 3.3997], [-1.3662, -1.9028, 2.8569], [-0.7364, 1.2860, -0.3766], [0.7618, 1.2453, 0.6202], [1.0335, -1.0038, -0.1634], [-0.6020, -1.2384, -0.7780]]}



{"formula": "C12H29AsO3Ru", "method": "ωB97M-V/def2-TZVPD", "multiplicity": 5, "homo_ha": [-0.867, -0.882], "charge": 4, "e_lumo_ha": [-0.5830, -0.6421], "de_lowest_kcal_mol": 0.00, "elements": ["Ru", "C", "O", "C", "C", "O", "C", "C", "O", "C", "H", "H", "H", "H", "H", "H", "H", "H", "H", "H", "H", "H", "H", "H", "C", "C", "As", "C", "C", "C", "C", "H", "H", "H", "H", "H", "H", "H", "H", "H", "H", "H", "H", "H", "H", "H"], "positions_angstrom": [[0.9200, 0.2883, -0.6736], [0.3279, 3.3581, -0.6271], [0.2600, 2.0397, -1.3489], [0.4461, 2.1236, -2.8380], [1.7711, 1.4949, -3.1757], [1.7496, 0.1939, -2.4646], [2.8401, -0.8115, -2.6104], [3.5472, -0.8533, -1.2820], [2.4803, -0.8805, -0.2182], [2.6965, -1.9007, 0.8489], [-0.4979, 3.9604, -0.9969], [1.2948, 3.8061, -0.8438], [0.2203, 3.1335, 0.4297], [0.3903, 3.1711, -3.1314], [-0.3924, 1.5736, -3.2626], [2.6376, 2.0614, -2.8313], [1.8412, 1.3072, -4.2491], [3.5099, -0.5102, -3.4171], [2.3357, -1.7392, -2.8732], [4.1436, 0.0359, -1.0790], [4.1709, -1.7412, -1.1799], [3.7517, -1.8792, 1.1117], [2.3952, -2.8681, 0.4541], [2.1022, -1.5905, 1.7032], [-1.5046, -3.0695, 0.5913], [-1.2063, -2.0722, 1.7018], [-0.9645, -0.2264, 1.2129], [-3.2272, 0.3298, 0.7271], [-3.7316, -0.1916, -0.5182], [-0.7629, 0.8877, 2.8152], [-1.7033, 0.5226, 3.9602], [-1.4832, -4.0730, 1.0188], [-0.7713, -3.0404, -0.2166], [-2.5001, -2.9343, 0.1725], [-0.2366, -2.2803, 2.1862], [-1.9516, -2.0766, 2.5016], [-2.9983, 1.3940, 0.8012], [-3.5415, -0.1490, 1.6563], [-3.3480, 0.2569, -1.4323], [-4.7958, 0.1971, -0.4456], [-3.8811, -1.2693, -0.5779], [-0.8456, 1.9296, 2.5013], [0.2909, 0.7064, 3.0777], [-2.7528, 0.6851, 3.7139], [-1.4732, 1.1948, 4.7905], [-1.5534, -0.4946, 4.3172]]}



{"formula": "C30H21IrN3O4", "method": "ωB97M-V/def2-TZVPD", "multiplicity": 1, "homo_ha": [-0.386, -0.386], "charge": 1, "e_lumo_ha": [-0.1963, -0.1962], "elements": ["Ir", "C", "C", "O", "C", "C", "C", "C", "C", "C", "O", "H", "H", "H", "H", "H", "H", "H", "O", "C", "O", "C", "C", "C", "C", "C", "C", "N", "C", "C", "C", "C", "C", "C", "N", "H", "H", "H", "H", "H", "H", "H", "H", "H", "H", "N", "C", "C", "C", "C", "C", "C", "C", "C", "C", "H", "H", "H", "H"], "positions_angstrom": [[0.1509, -0.8306, 0.4626], [0.7579, -1.1319, 4.7980], [1.1604, -1.0206, 3.3567], [0.2509, -0.7582, 2.5478], [2.5453, -1.1808, 2.9789], [3.5672, -1.1431, 3.9381], [4.8964, -1.1298, 3.5808], [5.2528, -1.1197, 2.2275], [4.2909, -1.1987, 1.2554], [2.9077, -1.2901, 1.5844], [2.0633, -1.4904, 0.6513], [-0.3282, -1.1442, 4.8625], [1.1200, -0.2651, 5.3496], [1.1659, -2.0320, 5.2510], [3.3073, -1.0645, 4.9811], [5.6593, -1.0882, 4.3442], [6.2932, -1.0339, 1.9531], [4.5449, -1.2087, 0.2049], [2.7171, 2.5208, -6.1920], [2.7897, 2.5692, -4.8590], [3.4353, 3.4217, -4.3074], [2.0442, 1.5407, -4.0783], [1.3126, 0.4860, -4.6309], [0.6497, -0.4166, -3.8284], [0.6803, -0.2956, -2.4245], [1.4231, 0.7760, -1.8834], [2.0923, 1.6613, -2.6830], [0.0499, -1.1351, -1.5496], [-0.6795, -2.2064, -1.9437], [-1.2666, -3.0701, -1.0165], [-2.0551, -4.1982, -1.3733], [-2.6159, -4.9743, -0.3945], [-2.3918, -4.6579, 0.9519], [-1.6021, -3.5610, 1.2446], [-1.0716, -2.8042, 0.3068], [2.1695, 1.8017, -6.5334], [1.2468, 0.3403, -5.7015], [0.0969, -1.2119, -4.3028], [1.4584, 0.8947, -0.8024], [2.6700, 2.4695, -2.2601], [-0.8232, -2.4043, -2.9953], [-2.2029, -4.4226, -2.4174], [-3.2285, -5.8274, -0.6479], [-2.8114, -5.2490, 1.7460], [-1.3878, -3.2798, 2.2654], [-6.2777, 6.6882, 0.3677], [-5.5315, 5.8194, 0.3921], [-4.6191, 4.7393, 0.4184], [-3.2696, 4.9658, 0.7148], [-2.3862, 3.9127, 0.7318], [-2.8383, 2.6129, 0.4527], [-4.1951, 2.3912, 0.1668], [-5.0765, 3.4438, 0.1472], [-1.9499, 1.5313, 0.4424], [-1.2337, 0.5402, 0.3810], [-2.9306, 5.9684, 0.9271], [-1.3459, 4.0797, 0.9583], [-4.5320, 1.3882, -0.0372], [-6.1191, 3.2814, -0.0781]]}



{"formula": "C5H13NO", "method": "ωB97M-V/def2-TZVPD", "multiplicity": 1, "homo_ha": -0.309, "smiles": "CCN[C@H](C)CO", "charge": 0, "e_lumo_ha": 0.0316, "de_lowest_kcal_mol": 53.54, "elements": ["C", "C", "N", "C", "C", "C", "O", "H", "H", "H", "H", "H", "H", "H", "H", "H", "H", "H", "H", "H"], "positions_angstrom": [[-0.6569, -0.0691, -2.1175], [-0.9917, 1.0149, -1.1314], [0.0201, 1.1418, -0.0968], [-1.0070, -0.3194, 1.7146], [0.0973, -0.0973, 0.6629], [1.5315, -0.3988, 1.1900], [2.3255, -0.2050, 0.0390], [-0.3040, -1.0579, -1.7974], [-1.4354, -0.2845, -2.7815], [0.2267, 0.2071, -2.7270], [-1.1873, 1.9636, -1.6501], [-1.9906, 0.7765, -0.6382], [0.9087, 1.5591, -0.3911], [-0.7211, -0.3995, 2.8366], [-1.6698, 0.5454, 1.8432], [-1.5493, -1.2543, 1.4529], [-0.0093, -1.0047, -0.0609], [1.7093, -1.3837, 1.8472], [1.8997, 0.2572, 1.9903], [2.8036, -0.9915, -0.1849]]}